C2H3NOS2 | wB97M-V/def2-TZVPD

Summary:
Kohn-Sham gap in eV: 8.381
HOMO in eV: -8.9
Structure (SMILES): C#[N+][O-].S=CS
LUMO in eV: -0.51
ΔE to the lowest compared entry with this formula, charge and spin in kJ/mol: 433.2
Energy in a.u.: -1004.2225

Cartesian coordinates (Å):
C: 1.1733 -0.8712 0.0056
C: -1.6868 -0.0552 -0.1293
N: -1.8286 1.0715 -0.0171
O: -1.7658 2.2924 0.1173
S: 1.6487 -1.5139 -1.4339
S: 1.6996 0.3961 0.9206
H: -2.1724 -0.9935 -0.1818
H: 0.0807 -1.0686 0.3557
H: 2.8512 0.7423 0.3629